ORCA calculation (wB97M-V/def2-TZVPD) on the molecule C25H25N3O3.

Properties
LUMO: 0.027 Eh
SMILES: O=C(c1ccccc1)N1CCN(c2ccc(NCc3ccc4c(c3)OCO4)cc2)CC1
HOMO-LUMO gap: 7.794 eV

Atoms and positions in Å:
O  3.79811  0.62631  -1.78069
C  3.32576  1.05663  -0.74364
C  2.12439  1.94356  -0.74852
C  2.12458  3.19722  -0.14623
C  0.99630  3.99592  -0.20982
C  -0.13713  3.54827  -0.86845
C  -0.13178  2.31009  -1.48845
C  0.99802  1.51443  -1.44122
N  3.88803  0.78802  0.46564
C  3.24160  0.95851  1.74652
C  3.04993  -0.44185  2.38999
N  3.04071  -1.48596  1.39659
C  1.88676  -1.69952  0.63295
C  0.74603  -0.90451  0.72731
C  -0.37697  -1.15750  -0.03793
C  -0.40855  -2.22138  -0.93350
N  -1.52469  -2.50455  -1.71062
C  -2.40172  -1.43665  -2.13981
C  -3.37379  -1.00582  -1.06523
C  -3.82567  -1.91543  -0.12247
C  -4.73363  -1.55727  0.87038
C  -5.17488  -0.25701  0.87490
C  -4.72890  0.66365  -0.07357
C  -3.83079  0.31556  -1.05038
O  -5.31961  1.87920  0.15776
C  -6.15480  1.69404  1.28012
O  -6.05821  0.35922  1.72525
C  0.71193  -3.05081  -0.99373
C  1.82587  -2.80327  -0.22288
C  4.33457  -1.59489  0.74460
C  4.95163  -0.19313  0.51908
H  3.01225  3.55066  0.35910
H  1.00111  4.96984  0.25762
H  -1.02047  4.16870  -0.90577
H  -1.01036  1.96735  -2.01458
H  1.02050  0.55173  -1.92868
H  3.87093  1.58595  2.39031
H  2.28454  1.45878  1.60569
H  2.12870  -0.47909  2.97156
H  3.88333  -0.65591  3.06718
H  0.70801  -0.05923  1.39560
H  -1.23216  -0.50832  0.06286
H  -1.33910  -3.19671  -2.42169
H  -2.97963  -1.80245  -2.99516
H  -1.82910  -0.55827  -2.47571
H  -3.44664  -2.92435  -0.15553
H  -5.07835  -2.26573  1.60439
H  -3.49475  1.03848  -1.77562
H  -5.84259  2.37604  2.08771
H  -7.19827  1.91645  1.00327
H  0.70414  -3.90520  -1.65698
H  2.66172  -3.48337  -0.28507
H  4.20885  -2.08524  -0.21863
H  5.00449  -2.20181  1.36599
H  5.62634  0.08227  1.33434
H  5.49345  -0.16165  -0.42611

***

ORCA calculation (wB97M-V/def2-TZVPD) on a cluster of 5 separate species, C25H25N5 in total.

Properties
LUMO: 0.023 Eh
SMILES: c1ccncc1.c1ccncc1.c1ccncc1.c1ccncc1.c1ccncc1
HOMO-LUMO gap: 10.113 eV

Atoms and positions in Å:
C  -1.72656  -2.00043  -1.27798
C  -2.18514  -3.27508  -0.97009
C  -1.30043  -4.15178  -0.36273
N  -0.02262  -3.87211  -0.12910
C  0.39458  -2.64735  -0.39584
C  -0.42309  -1.67658  -0.96175
H  -2.38687  -1.28799  -1.75634
H  -3.19045  -3.58021  -1.22480
H  -1.64845  -5.13541  -0.06211
H  1.45136  -2.43728  -0.26663
H  -0.08096  -0.65548  -1.08130
C  -5.01774  1.87996  -4.55196
C  -5.80672  2.91088  -4.07678
C  -6.27264  2.84110  -2.77275
N  -6.01047  1.83997  -1.94763
C  -5.24036  0.85825  -2.41212
C  -4.72929  0.82802  -3.68928
H  -4.59934  1.81693  -5.54826
H  -6.05570  3.74205  -4.72296
H  -6.91061  3.64091  -2.40921
H  -5.03298  0.08414  -1.67865
H  -4.06906  0.01421  -3.96201
C  2.59213  1.40318  3.50248
C  1.83439  1.01761  4.59828
C  0.57527  0.48447  4.37242
N  0.08069  0.25156  3.16362
C  0.83158  0.58540  2.12460
C  2.06747  1.20157  2.23205
H  3.53542  1.91593  3.64151
H  2.24817  1.15755  5.58802
H  -0.02134  0.18407  5.22857
H  0.45667  0.35454  1.13090
H  2.65006  1.49235  1.36816
C  -2.39010  1.92585  0.42388
C  -1.80658  2.80618  1.32217
C  -0.57406  3.34465  0.99515
N  0.03145  3.14354  -0.16600
C  -0.54243  2.31091  -1.01973
C  -1.75392  1.67626  -0.78178
H  -3.35950  1.48566  0.62464
H  -2.28867  2.97854  2.27421
H  -0.06223  4.00785  1.68541
H  -0.01134  2.16123  -1.95632
H  -2.21884  1.02848  -1.51201
C  5.56938  -3.38831  0.72453
C  5.10480  -2.19259  0.21693
C  5.95424  -1.10234  0.16697
N  7.20120  -1.13455  0.64153
C  7.64517  -2.29154  1.11871
C  6.87418  -3.43960  1.18655
H  4.93013  -4.25988  0.77472
H  4.12269  -2.07852  -0.22698
H  5.62511  -0.14817  -0.22707
H  8.67673  -2.26348  1.45474
H  7.28564  -4.35512  1.58945

***

ORCA calculation (wB97M-V/def2-TZVPD) on the molecule C25H25N5O4S.

Properties
LUMO: -0.002 Eh
SMILES: COc1ccc2[nH]c3c(=O)n(Cc4ccc(C(=O)N5CCC(C(N)=O)CC5)cc4)c(=S)[nH]c3c2c1
HOMO-LUMO gap: 7.987 eV

Atoms and positions in Å:
C  -1.99909  4.12610  6.25023
O  -3.30247  3.62066  6.09066
C  -3.66142  3.11922  4.87815
C  -4.98677  2.63456  4.81520
C  -5.51186  2.09482  3.66930
C  -4.69444  2.03263  2.54287
N  -4.94993  1.55397  1.29165
C  -3.82474  1.71303  0.52743
C  -3.63199  1.35232  -0.85017
O  -4.46177  0.83833  -1.57387
N  -2.34229  1.66100  -1.30939
C  -2.03023  1.30883  -2.68677
C  -0.98921  0.22459  -2.77039
C  -0.99677  -0.83418  -1.87215
C  -0.01563  -1.80630  -1.92602
C  0.99206  -1.72735  -2.87771
C  2.04443  -2.78605  -2.93110
O  1.76710  -3.95670  -3.14798
N  3.31919  -2.36978  -2.73840
C  3.66642  -1.13632  -2.07315
C  3.88546  -1.41942  -0.58265
C  4.82322  -2.62489  -0.36223
C  4.16425  -3.78211  0.39183
N  2.97199  -4.21499  -0.07123
O  4.68471  -4.26924  1.37235
C  5.43121  -3.11296  -1.68725
C  4.39222  -3.35193  -2.78373
C  0.97676  -0.69266  -3.80693
C  -0.00705  0.27450  -3.75088
C  -1.34854  2.24419  -0.56617
S  0.14567  2.59045  -1.17382
N  -1.61170  2.55592  0.73187
C  -2.83030  2.30078  1.29442
C  -3.36138  2.51650  2.59247
C  -2.84024  3.06431  3.77009
H  -1.93912  4.46570  7.28266
H  -1.81162  4.97164  5.58040
H  -1.24429  3.35147  6.08046
H  -5.57762  2.70556  5.71410
H  -6.52619  1.72939  3.64003
H  -5.80924  1.15113  0.95831
H  -1.67942  2.20264  -3.21011
H  -2.97060  0.96972  -3.13323
H  -1.77093  -0.89754  -1.12049
H  -0.02373  -2.62568  -1.22224
H  4.57534  -0.73716  -2.53053
H  2.86992  -0.40299  -2.19607
H  2.91621  -1.61332  -0.11870
H  4.29990  -0.52765  -0.11238
H  5.65641  -2.32447  0.28058
H  2.58988  -3.95151  -0.96186
H  2.57214  -5.02299  0.37864
H  5.98349  -4.03748  -1.51253
H  6.15122  -2.36420  -2.02370
H  4.87948  -3.29906  -3.76545
H  3.93999  -4.34405  -2.69863
H  1.74223  -0.64463  -4.56764
H  -0.00202  1.08781  -4.46092
H  -0.86321  2.98964  1.25367
H  -1.82508  3.42621  3.78907

***

ORCA calculation (wB97M-V/def2-TZVPD) on a structure of composition C25H25N7O2PdS.

Properties
LUMO (spin up / spin down): -0.253 / -0.252 Eh
HOMO-LUMO gap (spin up / spin down): 5.656 / 5.666 eV
net charge: +2

Atoms and positions in Å:
Pd  0.80659  0.05470  0.43513
N  2.95112  -0.20925  -0.04614
C  3.66767  0.98815  0.28698
C  4.98442  1.02131  0.62985
C  5.62268  2.26389  0.85778
C  4.93404  3.43087  0.70456
C  3.55259  3.40679  0.38677
C  2.76196  4.56979  0.24277
C  1.42603  4.44442  0.00723
C  0.85082  3.16054  -0.04562
N  1.55413  2.05482  0.06490
C  2.91101  2.16910  0.23284
H  2.77027  -0.24169  -1.04722
H  3.46513  -1.04600  0.19871
H  5.55494  0.10196  0.69809
H  6.67097  2.27801  1.12178
H  5.42557  4.38623  0.83632
H  3.22656  5.54500  0.32207
H  0.79188  5.31060  -0.11522
H  -0.21503  3.04442  -0.16394
S  -1.25397  0.90079  0.72992
C  -1.96276  -0.03860  -0.60015
N  -2.94216  0.36849  -1.40870
N  -3.40124  1.53930  -1.27380
C  -4.43044  2.06815  -2.11377
C  -5.01119  1.29675  -3.10567
C  -5.98793  1.87272  -3.90029
C  -6.37205  3.19385  -3.70279
C  -5.78226  3.94747  -2.69966
C  -4.80417  3.38278  -1.89544
N  -1.59615  -1.30350  -0.80860
N  -0.57757  -1.66062  -0.11107
C  -0.42127  -3.06518  -0.08744
C  -1.37073  -3.93577  -0.46397
C  -1.16926  -5.37992  -0.49424
C  -0.04082  -5.96255  -0.08335
C  1.00973  -5.12693  0.49486
C  0.89573  -3.56746  0.44307
H  -3.02325  2.14983  -0.54794
H  -4.70331  0.27000  -3.24555
H  -6.45339  1.28570  -4.68043
H  -7.13496  3.63404  -4.33033
H  -6.08036  4.97491  -2.54198
H  -4.33910  3.96125  -1.10409
H  -2.31468  -3.53308  -0.80464
H  -1.96846  -5.98897  -0.89802
H  0.11840  -7.03039  -0.14002
H  2.02173  -5.48487  0.32685
H  2.10360  -3.09090  -0.97384
N  0.98313  -0.47964  2.84167
C  1.58705  -1.69895  3.38646
C  0.66907  -2.92015  3.20088
C  0.82163  -3.70323  1.96478
O  0.84087  -4.96656  2.02445
O  2.01603  -2.89061  -0.03106
H  1.53495  0.31872  3.13749
H  0.05853  -0.34679  3.24054
H  1.76218  -1.61400  4.46017
H  2.55423  -1.87027  2.91234
H  -0.37987  -2.60408  3.26625
H  0.83112  -3.63541  4.00944

***

The calculation returns the following strongest force on any atom values, one per record and in order: 1.28; 0.78; 1.22; 1.39 eV/Å.
The calculation returns the following relative energy (zero: lowest compared OMol25 entry of this formula, charge and spin) values, one per record and in order: 36.34; 59.96; 3.80; 4.78 kcal/mol.